[1]
Density functional theory data (wB97M-V/def2-TZVPD) for a structure of composition C10H27FLi2N2O3 in a non-equilibrium geometry.

Last column: natural (NBO) charge in e.
Positions of all 45 atoms, in Å:
Li1 0.92804 -2.72623 1.72952  0.95
Li2 0.84929 -0.73890 0.61173  0.81
F1 1.58044 -1.17613 1.94555  -0.90
C1 -1.49250 -2.60431 -0.42875  -0.67
C2 0.00969 -2.97570 -0.48051  -0.09
O1 0.91685 -2.24117 0.29799  -1.06
H1 -2.20441 -3.13697 -1.05927  0.23
H2 -1.55146 -1.52523 -0.57094  0.20
H3 -1.88825 -2.59473 0.58682  0.20
H4 0.46310 -3.13949 -1.45811  0.16
H5 0.20292 -3.95520 -0.04307  0.13
C3 -0.22933 1.89108 1.24564  -0.61
C4 -1.19277 0.69874 1.46077  -0.05
C5 -2.37936 0.55103 0.45989  -0.09
O2 -3.14981 -0.57373 0.90702  -0.56
C6 -4.36247 -0.69115 0.23224  -0.25
N1 -0.39082 -0.50981 1.34373  -0.91
H6 -0.71118 2.83338 1.50637  0.20
H7 0.27347 1.99657 0.28431  0.18
H8 0.52388 1.72551 2.01592  0.23
H9 -1.62237 0.88245 2.44556  0.18
H10 -2.10679 0.36659 -0.57923  0.17
H11 -2.87347 1.50416 0.64830  0.18
H12 -4.27673 -0.64399 -0.85336  0.17
H13 -4.97743 0.19263 0.40200  0.16
H14 -4.78718 -1.60531 0.64701  0.20
H15 -0.22293 -0.80910 2.29365  0.40
H16 -0.94737 -1.29315 1.03272  0.40
C7 0.49596 -0.21722 -2.02727  -0.64
C8 1.84212 0.28418 -1.48113  -0.08
C9 1.94354 1.77290 -1.15759  -0.04
O3 3.20331 2.06217 -0.53236  -0.56
C10 3.51844 3.38940 -0.03053  -0.26
N2 2.08705 -0.41247 -0.21817  -0.88
H17 0.48805 -1.11631 -2.64347  0.24
H18 0.24392 0.40950 -2.88272  0.21
H19 -0.26585 -0.13951 -1.25157  0.20
H20 2.70101 -0.00864 -2.08501  0.19
H21 1.25528 2.04425 -0.35711  0.16
H22 1.70217 2.36831 -2.03812  0.16
H23 2.76938 4.17671 0.05390  0.18
H24 4.26193 3.80247 -0.71221  0.17
H25 4.17326 3.25821 0.83094  0.20
H26 2.84124 -0.00959 0.31941  0.39
H27 2.35813 -1.36621 -0.41049  0.41

LUMO energy (eV): 0.1
F_max (Eh/bohr): 0.2009
Total energy (Ha): -847.153939
Frontier orbital gap (eV): 8.01
HOMO energy (eV): -7.87
Energy above the lowest of the compared OMol25 structures with the same formula, charge and spin (kJ/mol): 141.72

---

[2]
Density functional theory data (wB97M-V/def2-TZVPD) for a structure of composition C43H49CuGeN2O3S.

Last column: Mulliken spin population.
Positions of all 100 atoms, in Å:
Cu1 0.58619 0.32147 0.67393  0.36
C1 -0.99514 -0.79607 1.79111  0.06
C2 -1.41580 0.58166 1.69355  0.21
C3 -0.48735 1.39383 2.40010  -0.05
C4 0.51979 0.54740 2.89602  0.20
C5 0.19812 -0.81854 2.52234  0.09
C6 1.04838 -2.00235 2.86063  -0.01
C7 1.73323 0.94463 3.67080  0.00
C8 -0.60822 2.87775 2.56269  0.02
C9 -2.67084 1.07497 1.05201  -0.02
C10 -1.73861 -1.94753 1.18579  0.00
H1 1.03056 -2.21532 3.93402  0.00
H2 2.08619 -1.83328 2.56627  0.01
H3 0.70993 -2.89282 2.33333  0.00
H4 1.57336 0.83256 4.74827  0.01
H5 2.00636 1.98255 3.47973  0.00
H6 2.58730 0.32741 3.39121  0.00
H7 0.32568 3.31808 2.91334  0.00
H8 -1.38754 3.13998 3.28556  0.00
H9 -0.86840 3.35840 1.61743  0.00
H10 -3.29149 1.60275 1.78311  0.01
H11 -3.25674 0.25324 0.64230  0.00
H12 -2.46935 1.76242 0.22708  0.01
H13 -2.68100 -2.12712 1.71305  0.00
H14 -1.15069 -2.86387 1.23556  0.00
H15 -1.97080 -1.75714 0.13510  0.00
C11 -1.32059 0.44697 -6.93575  0.00
C12 -2.03188 1.36575 -5.93914  0.00
N1 -1.15554 2.07948 -5.03215  0.00
C13 -0.43699 3.20298 -5.59943  0.00
C14 -1.32608 4.42944 -5.76561  0.00
C15 -0.88567 1.62226 -2.60118  -0.01
S1 0.27654 0.49523 -1.59241  0.05
N2 -2.27057 1.50004 -2.37893  0.00
C16 -2.72566 0.28474 -2.16692  0.00
O1 -2.05516 -0.77471 -2.07448  0.00
C17 -4.22529 0.18945 -1.97644  0.00
C18 -4.79225 -1.04693 -1.68947  0.00
C19 -6.16152 -1.16717 -1.49184  0.00
C20 -6.97820 -0.04844 -1.58316  0.00
C21 -6.41719 1.18958 -1.87438  0.00
C22 -5.04901 1.30756 -2.06980  0.00
H16 -2.04430 -0.04042 -7.59305  0.00
H17 -0.76512 -0.33633 -6.41583  0.00
H18 -0.61705 0.99923 -7.56256  0.00
H19 -2.73269 0.78423 -5.33495  0.00
H20 -2.63522 2.09750 -6.48315  0.00
H21 0.03138 2.95937 -6.56846  0.00
H22 0.38052 3.45282 -4.92210  0.00
H23 -2.14874 4.24201 -6.45769  0.00
H24 -0.74972 5.27191 -6.15621  0.00
H25 -1.75566 4.71099 -4.80337  0.00
H26 -4.13215 -1.90250 -1.62454  0.00
H27 -6.59271 -2.13538 -1.26574  0.00
H28 -8.04687 -0.13933 -1.42823  0.00
H29 -7.05057 2.06615 -1.94656  0.00
H30 -4.58850 2.26081 -2.29323  0.00
O2 2.70682 -1.55559 -0.50365  0.00
C23 3.13515 -0.43871 -0.23317  -0.01
O3 2.56924 0.41616 0.54943  0.05
C24 4.45964 0.02373 -0.86279  0.01
C25 4.56875 -0.34323 -2.35151  0.00
Ge1 3.86768 0.94988 -3.66101  0.00
C26 1.98979 1.35573 -3.40848  0.00
C27 1.03602 1.16135 -4.31956  0.00
C28 -0.46330 1.23633 -4.06326  0.00
C29 -0.38123 3.00647 -2.27561  0.01
C30 0.90132 3.06750 -1.95766  0.00
C31 1.57854 1.71807 -1.99216  -0.01
C32 4.13093 0.23890 -5.46424  0.00
C33 3.52805 -0.96625 -5.82833  0.00
C34 3.67626 -1.48009 -7.10922  0.00
C35 4.43452 -0.79452 -8.04894  0.00
C36 5.04152 0.40382 -7.70212  0.00
C37 4.88834 0.91470 -6.41902  0.00
C38 4.85042 2.63706 -3.48559  0.00
C39 4.22691 3.84014 -3.81469  0.00
C40 4.90232 5.04923 -3.71002  0.00
C41 6.21819 5.07209 -3.26941  0.00
C42 6.85288 3.88414 -2.93342  0.00
C43 6.17156 2.67895 -3.04152  0.00
H31 5.25013 -0.49330 -0.30957  0.00
H32 4.59532 1.09174 -0.68112  0.00
H33 4.06859 -1.30096 -2.50920  0.00
H34 5.61583 -0.48678 -2.63655  0.00
H35 1.30693 0.88002 -5.33550  0.00
H36 -0.83683 0.21232 -4.17932  0.00
H37 -1.06163 3.84244 -2.36685  0.00
H38 1.45957 3.97313 -1.75295  0.00
H39 2.39532 1.64687 -1.28113  0.00
H40 2.92659 -1.50923 -5.10646  0.00
H41 3.19640 -2.41411 -7.37449  0.00
H42 4.54904 -1.19268 -9.04967  0.00
H43 5.63218 0.94425 -8.43201  0.00
H44 5.36252 1.85575 -6.16114  0.00
H45 3.19485 3.83134 -4.15168  0.00
H46 4.40009 5.97363 -3.96809  0.00
H47 6.74613 6.01377 -3.18272  0.00
H48 7.87763 3.89736 -2.58247  0.00
H49 6.67872 1.75996 -2.76742  0.00

LUMO energy (alpha / beta) (eV): 2.5 / 2.3
Multiplicity: 2
Total charge: -1
F_max (Eh/bohr): 0.0023
Total energy (Ha): -6118.831089
Frontier orbital gap (alpha / beta) (eV): 6.95 / 7.11
HOMO energy (alpha / beta) (eV): -4.48 / -4.84
Energy above the lowest of the compared OMol25 structures with the same formula, charge and spin (kJ/mol): 220.23

---

[3]
Density functional theory data (wB97M-V/def2-TZVPD) for a cluster of 9 separate species, C48H109N5O9 in total in a non-equilibrium geometry.

Last column: Löwdin charge in e.
Positions of all 171 atoms, in Å:
C1 -6.07443 -21.29370 -19.10632  -0.06
C2 -4.88310 -20.94655 -18.22507  -0.45
C3 -3.97119 -19.99381 -19.03026  -0.03
C4 -5.59417 -20.26146 -16.95411  -0.12
C5 -4.70934 -20.18125 -15.72694  -0.20
C6 -4.12058 -21.57637 -15.43359  -0.12
C7 -3.33216 -22.27529 -16.59644  -0.43
C8 -1.95937 -21.54363 -16.86095  -0.03
C9 -2.95779 -23.73799 -16.17037  -0.03
N1 -4.17065 -22.22749 -17.84030  -0.11
O1 -3.49551 -22.85566 -18.89112  -0.03
H1 -5.72518 -21.52076 -20.11359  0.08
H2 -6.67061 -22.11161 -18.70175  0.08
H3 -6.75579 -20.44290 -19.10728  0.08
H4 -3.48577 -20.59009 -19.80287  0.08
H5 -4.39243 -19.07248 -19.43250  0.09
H6 -3.20489 -19.65761 -18.33181  0.06
H7 -5.86392 -19.24751 -17.24951  0.12
H8 -6.52541 -20.70790 -16.60541  0.09
H9 -3.91259 -19.44243 -15.81316  0.08
H10 -5.32082 -19.77507 -14.92119  0.09
H11 -4.98205 -22.16280 -15.11408  0.11
H12 -3.44019 -21.45511 -14.59070  0.10
H13 -1.86014 -20.51845 -16.50421  0.06
H14 -1.54575 -21.67040 -17.86142  0.08
H15 -1.14184 -22.03793 -16.33613  0.06
H16 -3.85866 -24.26746 -15.86021  0.08
H17 -2.19177 -23.85053 -15.40314  0.08
H18 -2.64092 -24.20961 -17.10056  0.07
H19 -3.95978 -23.69453 -18.93980  0.11
C10 -1.35964 -21.52089 -8.11933  -0.02
C11 -0.77334 -22.60852 -9.06729  -0.48
C12 0.34211 -23.39419 -8.38304  -0.04
C13 -1.92967 -23.56861 -9.45106  -0.12
C14 -2.90265 -23.03081 -10.49226  -0.22
C15 -2.18253 -22.63298 -11.68753  -0.17
C16 -1.04077 -21.61050 -11.45959  -0.45
C17 -0.09253 -21.71954 -12.69588  -0.03
C18 -1.61369 -20.17540 -11.43649  -0.03
N2 -0.21008 -21.98150 -10.28289  -0.13
O2 0.87944 -21.18193 -10.02467  -0.01
H20 -0.60208 -20.75646 -7.94654  0.08
H21 -2.28255 -21.06256 -8.47467  0.06
H22 -1.53512 -21.94452 -7.13047  0.08
H23 1.18553 -22.77232 -8.08305  0.08
H24 -0.08975 -23.88448 -7.51056  0.09
H25 0.80708 -24.12359 -9.04628  0.09
H26 -1.58267 -24.55497 -9.75893  0.12
H27 -2.57369 -23.78087 -8.59767  0.11
H28 -3.67443 -23.76059 -10.73700  0.12
H29 -3.31854 -22.10046 -10.10553  0.09
H30 -2.98675 -22.25431 -12.31836  0.10
H31 -1.71653 -23.44828 -12.24091  0.12
H32 0.34984 -22.71483 -12.73843  0.08
H33 0.69776 -20.97211 -12.76574  0.08
H34 -0.62402 -21.55420 -13.63305  0.07
H35 -0.78754 -19.46436 -11.43430  0.08
H36 -2.29798 -19.87575 -10.64272  0.08
H37 -2.15745 -20.08485 -12.37682  0.06
H38 1.68140 -21.59052 -10.35861  0.11
C19 -12.44198 -22.33026 -12.58432  -0.05
C20 -10.98726 -22.13883 -12.94131  -0.45
C21 -10.25004 -21.41383 -11.69937  0.00
C22 -10.37538 -23.48298 -13.23780  -0.14
C23 -9.06491 -23.42034 -13.98969  -0.20
C24 -9.18922 -22.60509 -15.22154  -0.16
C25 -9.74845 -21.20505 -14.97245  -0.52
C26 -8.69650 -20.26282 -14.40791  -0.02
C27 -10.08573 -20.75036 -16.42580  -0.03
N3 -10.96240 -21.34585 -14.21936  -0.11
O3 -11.53850 -20.10194 -14.02831  0.00
H39 -12.51307 -23.08273 -11.79894  0.09
H40 -13.02189 -21.54774 -12.09497  0.08
H41 -13.04093 -22.63936 -13.44095  0.09
H42 -10.64987 -21.63243 -10.70920  0.08
H43 -9.17885 -21.61424 -11.67735  0.05
H44 -10.18565 -20.32576 -11.70770  0.06
H45 -10.00699 -24.09665 -12.41574  0.11
H46 -11.09059 -24.11861 -13.75985  0.13
H47 -8.38930 -22.85570 -13.34715  0.09
H48 -8.54644 -24.36863 -14.13124  0.12
H49 -9.86927 -23.10847 -15.90872  0.13
H50 -8.21197 -22.51275 -15.69539  0.12
H51 -8.10231 -20.79491 -13.66499  0.06
H52 -9.13767 -19.33880 -14.03421  0.08
H53 -8.06806 -19.82106 -15.18122  0.07
H54 -9.28872 -20.89940 -17.15427  0.07
H55 -10.17103 -19.66379 -16.41150  0.08
H56 -10.96198 -21.26772 -16.81648  0.09
H57 -11.24244 -19.93062 -13.13132  0.06
C28 -6.34053 -22.53961 -5.51037  -0.04
C29 -6.32298 -23.10944 -6.93514  -0.48
C30 -5.45248 -22.14292 -7.81976  -0.01
C31 -5.65660 -24.47546 -6.89053  -0.15
C32 -5.86384 -25.36527 -8.10145  -0.16
C33 -7.34899 -25.47307 -8.53805  -0.14
C34 -8.02225 -24.11206 -8.61789  -0.48
C35 -7.57044 -23.43865 -9.94754  -0.03
C36 -9.53141 -24.47068 -8.77405  -0.03
N4 -7.71417 -23.26399 -7.42336  -0.08
O4 -8.52644 -22.11360 -7.37660  0.00
H58 -6.94373 -23.08475 -4.78436  0.09
H59 -5.38612 -22.74214 -5.02439  0.08
H60 -6.39154 -21.45289 -5.44310  0.08
H61 -4.46903 -21.89648 -7.41952  0.08
H62 -5.21307 -22.46633 -8.83277  0.05
H63 -6.05189 -21.26271 -8.05225  0.07
H64 -4.59553 -24.48005 -6.64114  0.12
H65 -6.09524 -24.86594 -5.97226  0.12
H66 -5.20055 -25.06205 -8.91151  0.09
H67 -5.47450 -26.36337 -7.90070  0.11
H68 -7.91092 -26.11119 -7.85603  0.12
H69 -7.41764 -25.93365 -9.52357  0.12
H70 -8.12053 -23.85329 -10.79227  0.07
H71 -6.53770 -23.70908 -10.16755  0.06
H72 -7.77243 -22.37007 -10.02131  0.06
H73 -9.78957 -25.36959 -9.33388  0.09
H74 -9.96517 -23.59229 -9.25194  0.06
H75 -9.89004 -24.54695 -7.74756  0.09
H76 -8.23602 -21.46903 -8.02607  0.03
C37 -1.17960 -17.40889 -14.59325  -0.03
C38 -2.01423 -16.32525 -13.89316  -0.43
C39 -2.32041 -16.60558 -12.36879  -0.02
C40 -1.20324 -15.01803 -14.03547  -0.14
C41 -1.22640 -14.40022 -15.45652  -0.18
C42 -2.64600 -14.12082 -15.98795  -0.12
C43 -3.48611 -15.47027 -15.95793  -0.45
C44 -4.91999 -15.03156 -16.24952  -0.06
C45 -3.06296 -16.39661 -17.14823  -0.03
N5 -3.33479 -16.15037 -14.61936  -0.09
O5 -4.24395 -17.19765 -14.42805  -0.03
H77 -0.61365 -17.98609 -13.86206  0.07
H78 -1.75682 -18.09867 -15.20898  0.06
H79 -0.40020 -17.03077 -15.25479  0.07
H80 -2.92146 -15.85015 -11.86267  0.07
H81 -2.98091 -17.46709 -12.27046  0.06
H82 -1.42483 -16.82285 -11.78670  0.08
H83 -1.43424 -14.27279 -13.27432  0.11
H84 -0.14311 -15.18582 -13.84550  0.11
H85 -0.65733 -13.47247 -15.51598  0.11
H86 -0.76694 -15.10550 -16.14903  0.09
H87 -2.50847 -13.78223 -17.01485  0.11
H88 -3.13523 -13.31358 -15.44286  0.11
H89 -5.25686 -14.34124 -15.47616  0.07
H90 -5.70138 -15.78911 -16.18923  0.07
H91 -5.16244 -14.56470 -17.20417  0.09
H92 -3.23152 -15.92672 -18.11719  0.08
H93 -3.83543 -17.16461 -17.18770  0.06
H94 -2.10066 -16.90248 -17.06954  0.07
H95 -4.87390 -16.83723 -13.79966  0.04
C46 -6.50169 -15.73765 -12.57028  -0.16
O6 -6.90091 -17.04310 -12.51095  -0.11
H96 -6.74703 -15.50989 -13.60759  0.09
H97 -7.10400 -15.16530 -11.86477  0.10
H98 -5.43547 -15.58071 -12.40698  0.07
H99 -7.42979 -17.22156 -11.72990  0.08
C47 -5.37856 -20.31904 -11.76590  -0.10
O7 -5.97984 -19.52097 -10.76368  -0.12
H100 -6.10297 -20.58042 -12.53727  0.07
H101 -4.52692 -19.83348 -12.24239  0.07
H102 -4.97107 -21.23958 -11.34800  0.07
H103 -6.32900 -18.73541 -11.19100  0.05
C48 -4.67721 -16.51579 -8.94825  -0.19
O8 -5.16126 -15.54429 -8.12911  -0.11
H104 -3.63752 -16.68988 -8.67101  0.08
H105 -5.21235 -17.46170 -8.86468  0.08
H106 -4.71522 -15.98118 -9.89738  0.07
H107 -5.18316 -15.79169 -7.20180  0.09
O9 -8.05196 -19.79955 -9.19105  -0.05
H108 -8.66742 -19.18969 -9.59788  0.04
H109 -7.30434 -19.82024 -9.78842  -0.03

LUMO energy (eV): 0.0
F_max (Eh/bohr): 0.0658
Total energy (Ha): -2844.838707
Frontier orbital gap (eV): 8.00
HOMO energy (eV): -8.04
Energy above the lowest of the compared OMol25 structures with the same formula, charge and spin (kJ/mol): 236.51